{
  "formula": "C3H4F3NO2",
  "method": "the ωB97M-V functional and the def2-TZVPD basis",
  "homo_energy_ev": -10.55,
  "homo_lumo_gap_ev": 11.04,
  "smiles": "N[C@@H](C(=O)O)C(F)(F)F",
  "e_lumo_ev": 0.486,
  "elements": ["C", "C", "C", "N", "O", "O", "F", "F", "F", "H", "H", "H", "H"],
  "xyz": [[0.21280, -1.43174, -0.21019], [0.14491, 0.09593, -0.55664], [-1.31275, 0.50916, 0.04915], [1.13567, 0.81995, 0.23701], [-0.44935, -2.26806, -0.76603], [0.98806, -1.70934, 0.87935], [-2.36462, -0.31315, -0.28973], [-1.22875, 0.50283, 1.34342], [-1.54678, 1.74056, -0.33138], [0.12436, 0.37755, -1.74323], [0.82091, 1.75358, 0.38299], [2.06607, 0.78775, -0.18500], [1.40947, -0.86502, 1.19028]]
}

***

{
  "formula": "C3H3FP2",
  "method": "the ωB97M-V functional and the def2-TZVPD basis",
  "homo_energy_ev": -8.96,
  "homo_lumo_gap_ev": 8.64,
  "e_lumo_ev": -0.313,
  "elements": ["C", "C", "C", "F", "P", "P", "H", "H", "H"],
  "xyz": [[0.42956, -1.31409, -0.07270], [-1.42617, 0.60574, -0.23358], [1.24040, -0.27139, -0.03998], [2.55448, -0.25128, 0.10545], [-1.35009, -1.08170, -0.23887], [0.00320, 1.69406, -0.28800], [0.80750, -2.32516, 0.01612], [-2.40140, 1.06528, -0.34333], [0.14251, 1.87854, 1.09490]]
}

***

{
  "formula": "CH3PS",
  "method": "the ωB97M-V functional and the def2-TZVPD basis",
  "homo_energy_ev": [-9.33, -8.66],
  "homo_lumo_gap_ev": [7.98, 6.63],
  "e_lumo_ev": [-1.349, -2.026],
  "elements": ["C", "P", "S", "H", "H", "H"],
  "xyz": [[-0.19191, 0.41469, 0.05579], [1.41895, -0.42299, 0.22698], [-1.88044, -0.23923, 0.26134], [0.03015, 1.23341, 0.77598], [-0.43462, 0.68902, -0.98457], [1.05787, -1.67490, -0.33552]]
}

***

{
  "formula": "C8H8INOS",
  "method": "the ωB97M-V functional and the def2-TZVPD basis",
  "homo_energy_ev": [-6.49, -6.49],
  "homo_lumo_gap_ev": [3.56, 3.56],
  "e_lumo_ev": [-2.935, -2.934],
  "elements": ["C", "C", "C", "C", "C", "C", "C", "C", "N", "O", "S", "I", "H", "H", "H", "H", "H", "H", "H", "H"],
  "xyz": [[-3.93172, 2.06504, 0.49566], [-2.86081, 1.96891, -0.41962], [-3.61131, 1.25179, 1.58610], [-1.94273, 1.12786, 0.21779], [-0.69198, 0.75622, -0.24792], [1.64128, 0.17455, -1.05225], [1.24684, -0.75568, 0.02827], [2.04682, -1.92655, 0.11122], [0.14857, -0.53778, 0.61205], [-2.40563, 0.70904, 1.37929], [0.20631, 1.11422, -1.58020], [5.04689, 0.64105, 0.25932], [-4.84451, 2.57997, 0.57826], [-2.50796, 2.63563, -1.19779], [-4.20523, 1.01322, 2.45857], [2.29415, 0.91916, -0.63797], [1.97814, -0.14433, -1.92162], [3.03398, -1.95907, 0.64924], [2.34428, -2.30390, -0.89872], [1.57072, -2.74933, 0.68746]]
}

***

{
  "formula": "C6H6",
  "method": "the ωB97M-V functional and the def2-TZVPD basis",
  "homo_energy_ev": -8.73,
  "homo_lumo_gap_ev": 9.49,
  "smiles": "C#CC#CCC",
  "e_lumo_ev": 0.763,
  "elements": ["C", "C", "C", "C", "C", "C", "H", "H", "H", "H", "H", "H"],
  "xyz": [[0.11363, -1.92717, -0.19711], [1.20444, -0.81493, -0.29898], [0.69762, 0.50685, -0.13629], [0.11058, 1.35554, 0.51683], [-0.91300, 2.26597, 0.48730], [-1.84763, 3.01611, 0.38343], [0.46287, -2.78700, 0.37651], [-0.80869, -1.55292, 0.26294], [-0.17382, -2.30920, -1.19290], [1.96413, -1.05017, -1.03753], [1.86113, -0.38081, 0.54334], [-2.67126, 3.67774, 0.29247]]
}

***

{
  "formula": "C35H40ClIrN5OS7",
  "method": "the ωB97M-V functional and the def2-TZVPD basis",
  "homo_energy_ev": [-6.96, -7.48],
  "homo_lumo_gap_ev": [6.87, 5.92],
  "spin_multiplicity": 2,
  "e_lumo_ev": [-0.089, -1.567],
  "elements": ["Ir", "C", "N", "C", "C", "N", "C", "C", "C", "C", "C", "C", "C", "S", "C", "C", "C", "C", "C", "C", "S", "H", "H", "H", "H", "H", "H", "H", "H", "H", "H", "H", "H", "H", "H", "H", "H", "H", "H", "S", "C", "S", "C", "C", "S", "S", "S", "C", "C", "C", "C", "C", "O", "C", "C", "C", "C", "C", "C", "Cl", "C", "C", "C", "N", "C", "N", "C", "N", "H", "H", "H", "H", "H", "H", "H", "H", "H", "H", "H", "H", "H", "H", "H", "H", "H", "H", "H", "H", "H", "H"],
  "xyz": [[0.12736, 0.00990, -0.05539], [1.16852, -3.25646, -0.46462], [0.19543, -2.50962, 0.34449], [0.61538, -2.45539, 1.75797], [-0.14178, -1.39418, 2.51754], [0.21851, 0.00006, 2.09100], [-0.78142, 0.89925, 2.72913], [1.57276, 0.32013, 2.60115], [1.75452, 0.71048, 3.92386], [3.02200, 0.97764, 4.41363], [4.12465, 0.85119, 3.58064], [3.94946, 0.46078, 2.26693], [2.67628, 0.18944, 1.76316], [2.48227, -0.28667, 0.08832], [-1.13558, -3.08666, 0.21262], [-1.31629, -4.46036, 0.36615], [-2.56314, -5.03922, 0.21659], [-3.65230, -4.23374, -0.09782], [-3.48686, -2.86781, -0.22487], [-2.23077, -2.27066, -0.04998], [-2.16769, -0.52005, -0.05034], [1.33693, -4.26808, -0.08315], [2.11872, -2.72712, -0.44872], [0.79943, -3.33143, -1.48806], [1.68710, -2.25491, 1.78274], [0.44564, -3.42249, 2.24786], [0.06262, -1.48446, 3.58771], [-1.21593, -1.50479, 2.36299], [-0.89516, 0.65367, 3.78528], [-1.73571, 0.75621, 2.23014], [-0.45782, 1.93036, 2.62760], [0.91157, 0.81997, 4.59047], [3.14157, 1.29424, 5.44090], [5.11712, 1.07258, 3.95058], [4.79621, 0.38024, 1.59754], [-0.46615, -5.08814, 0.60119], [-2.68431, -6.10806, 0.33540], [-4.63323, -4.67124, -0.23340], [-4.33629, -2.23251, -0.44408], [0.78702, 6.69549, 2.82216], [0.79784, 5.41196, 1.81590], [2.21390, 4.77210, 1.06057], [1.43924, 3.50674, 0.11220], [0.06631, 3.37144, 0.33070], [-0.93164, 2.08943, -0.24872], [-0.64748, 4.51828, 1.41655], [2.30909, 2.49354, -0.86438], [-4.31581, -1.78606, -6.34392], [-3.54527, -0.60367, -5.74354], [-4.07806, 0.68103, -6.39989], [-3.87731, -0.49467, -4.25014], [-2.01518, -0.76370, -6.03893], [-1.79170, -0.54267, -7.43973], [-1.39314, -2.14255, -5.73280], [-1.62405, -2.80867, -4.38067], [-0.81954, -4.06865, -4.14980], [-1.10456, -4.81586, -3.00803], [-0.41610, -5.97851, -2.71455], [0.57911, -6.40776, -3.57943], [1.45735, -7.86576, -3.21784], [0.87948, -5.69261, -4.72297], [0.17532, -4.52681, -5.00384], [-1.15966, 0.37318, -5.42424], [-0.47928, 0.03969, -4.18304], [-0.81067, 0.35132, -2.93550], [0.13408, -0.08176, -2.11758], [1.04827, -0.66248, -2.94154], [0.71231, -0.60299, -4.20205], [-5.38149, -1.66281, -6.14547], [-4.01148, -2.74584, -5.92532], [-4.20676, -1.83824, -7.43069], [-5.16705, 0.68957, -6.32799], [-3.80182, 0.75158, -7.44956], [-3.72355, 1.58073, -5.89352], [-4.95225, -0.33388, -4.14515], [-3.39587, 0.37017, -3.79429], [-3.62183, -1.37326, -3.66425], [-2.28687, -1.20415, -7.93459], [-0.32297, -2.02061, -5.90451], [-1.74374, -2.82638, -6.51297], [-2.67566, -3.08096, -4.27586], [-1.41896, -2.12626, -3.55262], [-1.88154, -4.47611, -2.33212], [-0.64570, -6.54924, -1.82504], [1.65642, -6.04185, -5.38905], [0.42639, -3.97849, -5.90194], [-1.74802, 1.26969, -5.24534], [-0.38211, 0.62001, -6.14253], [-1.69260, 0.88906, -2.64041], [1.96638, -1.10494, -2.59280]]
}

***

Results for calculated total energy: -16913.57597 -24451.55042 -21206.36681 -30894.68663 -6314.10749 -137652.71192 (in eV, following the order of the records).
Results for energy above the lowest of the compared OMol25 structures with the same formula, charge and spin: 4.81 21.68 59.42 0.00 117.44 31.53 (in kcal/mol, following the order of the records).